#i
Formula: C48H42Cl2N6O2P2S3Ta
Source: OMol25
Level of theory: ωB97M-V with the def2-TZVPD basis set

```
106
C48H42Cl2N6O2P2S3Ta, DFT ωB97M-V with the def2-TZVPD basis set
Ta -0.2429 -1.3565 -0.9495
Cl -1.1894 -6.9118 3.0088
C -0.5937 -5.8664 1.7583
C -1.4209 -4.8557 1.2964
C -0.9708 -3.9692 0.3225
N -1.6341 -2.8313 -0.2178
C -2.9101 -2.5083 0.1201
O -3.6098 -2.9866 0.9929
C -3.4135 -1.4515 -0.7946
C -4.7467 -1.1480 -0.8410
C -5.1837 -0.2312 -1.7884
C -4.2605 0.3195 -2.6504
C -2.9280 -0.0270 -2.5238
N -2.4895 -0.8892 -1.5971
C 0.2975 -4.1725 -0.2292
C 1.1238 -5.1809 0.2402
C 0.6874 -6.0155 1.2527
Cl 1.7680 -7.2290 1.8422
N 0.6051 -3.2551 -1.2631
C 1.4594 -3.5698 -2.2917
O 2.1608 -4.5464 -2.4009
C 1.3225 -2.5576 -3.3831
C 2.0712 -2.6477 -4.5243
C 1.8517 -1.7174 -5.5338
C 0.8750 -0.7568 -5.3561
C 0.1619 -0.7284 -4.1707
N 0.3854 -1.6047 -3.1826
H -2.4185 -4.7669 1.6904
H -5.4138 -1.6453 -0.1508
H -6.2320 0.0335 -1.8559
H -4.5446 1.0293 -3.4172
H -2.1882 0.4190 -3.1673
H 2.0978 -5.3349 -0.1969
H 2.7988 -3.4453 -4.6026
H 2.4326 -1.7523 -6.4486
H 0.6572 -0.0169 -6.1161
H -0.5886 0.0239 -3.9915
S 2.2453 -0.9937 -0.6866
P 1.6607 0.9568 -0.5491
C -0.0217 0.7733 -0.9685
P -0.7834 2.2935 -1.6459
S -0.8408 2.4550 -3.6182
C -2.4147 2.5264 -0.8758
C -2.8720 1.7367 0.1725
C -4.1274 1.9694 0.7341
C -4.9248 2.9970 0.2525
C -4.4646 3.8040 -0.7878
C -3.2178 3.5705 -1.3489
C 0.0525 3.8015 -1.0336
C -0.1371 4.2267 0.2826
C 0.4670 5.3839 0.7520
C 1.2448 6.1507 -0.1057
C 1.4020 5.7622 -1.4315
C 0.8104 4.5922 -1.8948
C 2.6838 1.9623 -1.6240
C 3.4199 3.0575 -1.1749
C 4.1856 3.7868 -2.0768
C 4.2045 3.4360 -3.4189
C 3.4612 2.3509 -3.8719
C 2.7066 1.6141 -2.9754
C 2.0615 1.4700 1.1376
C 3.3898 1.3455 1.5618
C 3.7449 1.6842 2.8589
C 2.7733 2.1357 3.7486
C 1.4504 2.2293 3.3442
C 1.0990 1.8901 2.0418
H -2.2474 0.9422 0.5633
H -4.4773 1.3479 1.5516
H -5.9019 3.1778 0.6879
H -5.0787 4.6186 -1.1556
H -2.8668 4.1899 -2.1666
H -0.8034 3.6836 0.9352
H 0.3098 5.6985 1.7774
H 1.7083 7.0620 0.2536
H 1.9871 6.3718 -2.1104
H 0.9346 4.2831 -2.9245
H 3.3893 3.3552 -0.1354
H 4.7567 4.6397 -1.7294
H 4.8002 4.0103 -4.1184
H 3.4725 2.0814 -4.9223
H 2.1321 0.7650 -3.3226
H 4.1522 0.9886 0.8776
H 4.7763 1.5919 3.1791
H 3.0496 2.4022 4.7621
H 0.6876 2.5566 4.0419
H 0.0609 1.9142 1.7462
C 2.7322 -1.6487 3.6215
C 2.0094 -2.6306 2.7200
N 0.6157 -2.8767 3.1495
C -0.4480 -2.1923 2.7559
S -0.2857 -0.8466 1.6385
N -1.6279 -2.4042 3.3149
C -1.9642 -3.4175 4.3213
C -2.0065 -2.8412 5.7259
H 3.7666 -1.5278 3.2889
H 2.7491 -1.9960 4.6590
H 2.2455 -0.6706 3.5847
H 2.5010 -3.6025 2.7060
H 1.9758 -2.2620 1.6998
H 0.4921 -3.5403 3.8978
H -2.3848 -1.8764 2.9102
H -1.2597 -4.2412 4.2536
H -2.9287 -3.8287 4.0288
H -1.0355 -2.4303 6.0150
H -2.2743 -3.6200 6.4427
H -2.7495 -2.0445 5.7972
```

- E_LUMO (eV) = -3.6
- orbital gap (eV) = 6.64
- E_HOMO (eV) = -10.3
- total charge = +1

Löwdin population analysis, charges in e, atoms 1 to 4: 1.5152 0.6964 -0.6768 -0.0557

#ii
Formula: C48H42Cl2N6O2P2S3Ta
Source: OMol25
Level of theory: ωB97M-V with the def2-TZVPD basis set

```
106
C48H42Cl2N6O2P2S3Ta, DFT ωB97M-V with the def2-TZVPD basis set
Ta -0.8088 -1.1846 1.3605
Cl 2.3210 -6.3772 -1.8424
C 1.1912 -5.5003 -0.8717
C 1.5938 -4.2828 -0.3378
C 0.7010 -3.5625 0.4302
N 0.9354 -2.2993 1.0167
C 2.1650 -1.9130 1.4322
O 3.2018 -2.5531 1.4156
C 2.1138 -0.5687 2.1062
C 3.2541 0.0319 2.5993
C 3.1335 1.2321 3.2797
C 1.8756 1.7953 3.4399
C 0.7849 1.1473 2.8996
N 0.8979 -0.0174 2.2467
C -0.5961 -4.0457 0.6475
C -0.9919 -5.2619 0.1290
C -0.0865 -5.9927 -0.6340
Cl -0.5925 -7.5075 -1.2857
N -1.3615 -3.1833 1.4718
C -2.0465 -3.7142 2.5315
O -2.6058 -4.7830 2.5859
C -1.9097 -2.8445 3.7525
C -2.4828 -3.2162 4.9513
C -2.2091 -2.4611 6.0787
C -1.3673 -1.3669 5.9583
C -0.8538 -1.0478 4.7159
N -1.1148 -1.7702 3.6216
H 2.5876 -3.9122 -0.5311
H 4.2013 -0.4634 2.4439
H 4.0094 1.7256 3.6791
H 1.7367 2.7373 3.9506
H -0.2134 1.5576 2.9620
H -1.9842 -5.6452 0.3087
H -3.1098 -4.0963 4.9679
H -2.6346 -2.7262 7.0370
H -1.1078 -0.7586 6.8127
H -0.2106 -0.1899 4.5973
S -1.7662 -1.4242 -0.7911
P -0.4928 0.1931 -0.7772
C -1.2378 1.3922 0.3109
P -2.9097 1.2916 0.8075
S -3.0488 -0.1909 2.2017
C -3.5011 2.7809 1.6401
C -4.5959 3.4845 1.1476
C -5.0445 4.6201 1.8098
C -4.4023 5.0559 2.9570
C -3.3113 4.3522 3.4549
C -2.8670 3.2177 2.8024
C -4.0202 1.0097 -0.5788
C -3.7695 1.7111 -1.7567
C -4.6219 1.5627 -2.8395
C -5.7123 0.7074 -2.7488
C -5.9581 0.0052 -1.5761
C -5.1159 0.1583 -0.4857
C -0.2686 0.7439 -2.4983
C -1.0980 0.2340 -3.4951
C -0.9846 0.7034 -4.7949
C -0.0559 1.6866 -5.1023
C 0.7736 2.1917 -4.1108
C 0.6822 1.7154 -2.8126
C -0.4346 2.6570 0.2976
C 0.9657 2.6167 0.3320
C 1.7307 3.7682 0.2238
C 1.1218 5.0054 0.0843
C -0.2630 5.0659 0.0223
C -1.0260 3.9120 0.1103
H -5.0994 3.1554 0.2483
H -5.8983 5.1614 1.4250
H -4.7524 5.9421 3.4695
H -2.8124 4.6891 4.3538
H -2.0255 2.6666 3.2024
H -2.9036 2.3604 -1.8327
H -4.4280 2.1050 -3.7556
H -6.3731 0.5859 -3.5970
H -6.8055 -0.6640 -1.5113
H -5.2966 -0.3920 0.4294
H -1.8315 -0.5268 -3.2657
H -1.6260 0.2971 -5.5662
H 0.0265 2.0543 -6.1169
H 1.5062 2.9522 -4.3474
H 1.3564 2.0905 -2.0601
H 1.4865 1.6681 0.4025
H 2.8107 3.6865 0.2399
H 1.7151 5.9063 0.0044
H -0.7593 6.0181 -0.1147
H -2.1003 3.9978 0.0185
C 4.1500 0.7041 -4.4135
C 3.4917 -0.6545 -4.2347
N 4.1799 -1.4939 -3.2598
C 3.9650 -1.4605 -1.9366
S 2.8568 -0.3803 -1.2380
N 4.6359 -2.3326 -1.1724
C 5.5533 -3.3605 -1.6404
C 6.9600 -2.8400 -1.9098
H 3.6091 1.2852 -5.1617
H 5.1830 0.5997 -4.7480
H 4.1406 1.2526 -3.4717
H 3.4870 -1.2065 -5.1752
H 2.4582 -0.5394 -3.9090
H 4.8671 -2.1375 -3.6146
H 4.4143 -2.2957 -0.1864
H 5.1333 -3.8468 -2.5262
H 5.5810 -4.1281 -0.8676
H 6.9646 -2.0515 -2.6640
H 7.6021 -3.6485 -2.2593
H 7.3929 -2.4280 -0.9986
```

- E_LUMO (eV) = -3.4
- orbital gap (eV) = 6.26
- E_HOMO (eV) = -9.6
- total charge = +1

Löwdin population analysis, charges in e, atoms 1 to 4: 1.3166 0.6823 -0.6664 -0.0221

It comes down to #i, which is 0.0230 hartree more stable than the next structure.

#i
Formula: C5H11N3Si
Source: OMol25
Level of theory: ωB97M-V with the def2-TZVPD basis set

```
20
C5H11N3Si, DFT ωB97M-V with the def2-TZVPD basis set
C 2.2846 -0.0078 -1.2955
C 1.3805 -0.6590 -4.3992
C -1.3109 -1.5677 -0.4916
C -1.2335 1.5913 -0.6505
C 0.1813 0.0095 1.8789
N 1.0310 -0.0651 -1.1721
N 2.1489 -0.3609 -3.5836
N 2.8519 0.0240 -2.5477
Si -0.2980 0.0339 -0.0086
H 3.0106 0.0883 -0.5784
H -2.2930 -1.5818 -0.0665
H -1.1751 -1.6812 -1.5375
H -0.6728 -2.5218 -0.3160
H -1.4322 1.7783 -1.6265
H -2.1497 1.6523 -0.0789
H -0.7124 2.5277 -0.3656
H 0.2878 -1.0183 2.2353
H 1.0679 0.6643 1.9814
H -0.6438 0.5248 2.3980
H 3.9546 0.0187 -2.6505
```

- E_LUMO (eV) = 0.5
- orbital gap (eV) = 9.81
- E_HOMO (eV) = -9.3

Löwdin population analysis, charges in e, atoms 1 to 4: -0.2773 0.0221 -0.1851 -0.1686

#ii
Formula: C5H11N3Si
Source: OMol25
Level of theory: ωB97M-V with the def2-TZVPD basis set

```
20
C5H11N3Si, DFT ωB97M-V with the def2-TZVPD basis set
C 2.9775 0.9968 0.1184
C 0.5891 0.4989 -0.2429
C -0.8827 -1.9622 0.3614
C -1.9455 0.3716 -1.7658
C -1.9903 1.1280 1.2935
N 1.6712 0.7797 0.0990
N 3.9509 0.0951 0.1262
N 3.9935 -1.1481 -0.0356
Si -1.1789 -0.0196 -0.0332
H 3.2014 1.9804 0.1264
H -0.3382 -1.8920 1.3250
H -1.7634 -2.4420 0.4189
H -0.4315 -2.3056 -0.5137
H -1.1197 0.6805 -2.3803
H -2.5358 -0.5305 -2.0648
H -2.6290 1.1570 -1.6838
H -2.4097 0.5906 2.1688
H -1.2848 1.9049 1.7270
H -2.7709 1.6646 0.9030
H 4.8969 -1.5483 0.0526
```

- E_LUMO (spin up / spin down) (eV) = 0.3 / 0.3
- orbital gap (spin up / spin down) (eV) = 7.62 / 7.63
- E_HOMO (spin up / spin down) (eV) = -7.3 / -7.3

Löwdin population analysis, charges in e, atoms 1 to 4: -0.2577 -0.0227 -0.1295 -0.1743

It comes down to #i, which is 0.0596 hartree more stable than the next structure.